The following is a quantum chemistry calculation of a cluster of 9 separate species, C32H76F9N7O8PS in total at a distorted geometry, from the OMol25 dataset.

Computed properties:
E_tot ... -3886.5524 Ha
Energy above the lowest of the compared OMol25 structures with the same formula, charge and spin ... 3.3580 eV
Charge ... +5
LUMO level ... -0.432 Ha
Kohn-Sham gap ... 4.43 eV
Highest occupied orbital energy ... -16.19 eV

Each line ends with the Löwdin charge.
Element x y z (Å)
C1 3.138 -2.895 4.770  0.025
C2 1.825 -2.115 4.689  -0.291
O1 1.716 -1.110 3.971  0.101
N1 0.583 -2.653 5.407  0.131
H1 0.814 -3.125 6.270  0.183
H2 -0.016 -1.875 5.642  0.180
C3 -0.185 -3.712 4.577  0.064
H3 3.045 -3.936 4.459  0.070
H4 3.701 -2.804 5.699  0.117
H5 3.893 -2.626 4.030  0.076
H6 0.584 -4.445 4.331  0.091
H7 -0.706 -3.358 3.688  0.079
H8 -0.822 -4.282 5.254  0.117
C4 7.105 1.278 -0.930  0.028
C5 6.755 0.644 0.387  -0.301
O2 7.556 0.620 1.337  0.187
N2 5.380 -0.103 0.544  0.105
H9 4.812 0.213 1.317  0.173
H10 4.940 0.049 -0.352  0.140
C6 5.579 -1.588 0.842  0.035
H11 6.284 1.870 -1.335  0.099
H12 7.245 0.477 -1.656  0.091
H13 8.106 1.705 -0.988  0.125
H14 4.849 -2.193 0.304  0.063
H15 5.216 -1.648 1.868  0.106
H16 6.639 -1.827 0.754  0.103
C7 1.243 -8.163 2.801  0.059
C8 1.971 -8.799 1.594  -0.337
O3 1.615 -8.663 0.450  0.114
N3 2.958 -9.949 1.813  0.121
H17 2.754 -10.485 2.644  0.187
H18 2.824 -10.555 1.016  0.169
C9 4.434 -9.509 1.682  0.057
H19 1.961 -8.265 3.615  0.099
H20 0.260 -8.559 3.054  0.117
H21 1.195 -7.099 2.568  0.066
H22 5.023 -10.422 1.767  0.117
H23 4.698 -8.787 2.455  0.122
H24 4.572 -9.182 0.651  0.075
C10 5.441 -2.198 -5.832  0.053
C11 4.859 -3.112 -4.777  -0.322
O4 5.236 -4.256 -4.528  0.145
N4 3.691 -2.405 -4.083  0.122
H25 3.694 -1.395 -4.083  0.170
H26 2.827 -2.650 -4.545  0.185
C12 3.589 -2.842 -2.612  0.016
H27 5.431 -2.785 -6.750  0.125
H28 6.470 -2.021 -5.521  0.120
H29 4.947 -1.233 -5.949  0.100
H30 4.368 -2.402 -1.989  0.083
H31 3.752 -3.916 -2.519  0.072
H32 2.633 -2.487 -2.226  0.096
C13 3.364 -7.367 -3.419  0.038
C14 1.931 -6.926 -3.394  -0.331
O5 1.558 -5.890 -3.965  0.124
N5 0.901 -7.893 -2.776  0.131
H33 0.399 -8.281 -3.562  0.189
H34 1.439 -8.694 -2.477  0.161
C15 -0.001 -7.100 -1.809  0.045
H35 3.587 -7.623 -2.383  0.089
H36 4.054 -6.580 -3.722  0.081
H37 3.347 -8.266 -4.035  0.123
H38 0.589 -6.702 -0.983  0.075
H39 -0.690 -7.740 -1.258  0.113
H40 -0.508 -6.342 -2.405  0.108
C16 -1.579 3.244 -0.040  -0.061
C17 -0.797 1.913 -0.323  -0.207
C18 -1.085 0.942 0.805  -0.087
N6 -0.412 -0.462 0.539  -0.213
C19 1.136 -0.326 0.720  0.038
C20 -0.687 -1.184 -0.784  -0.086
C21 -0.876 -2.701 -0.608  -0.131
C22 -0.746 -2.904 0.873  -0.176
C23 -0.997 -1.538 1.438  -0.131
H41 -1.097 4.093 -0.526  0.086
H42 -1.608 3.586 0.994  0.086
H43 -2.583 3.236 -0.464  0.090
H44 0.276 2.108 -0.310  0.104
H45 -1.186 1.567 -1.280  0.113
H46 -2.123 0.611 0.759  0.135
H47 -0.822 1.250 1.817  0.148
H48 1.567 0.130 -0.171  0.089
H49 1.522 -1.307 1.001  0.082
H50 1.216 0.304 1.606  0.098
H51 0.158 -1.079 -1.464  0.115
H52 -1.565 -0.635 -1.124  0.138
H53 -0.245 -3.303 -1.261  0.107
H54 -1.891 -2.934 -0.932  0.131
H55 0.224 -3.285 1.192  0.090
H56 -1.442 -3.630 1.294  0.132
H57 -0.645 -1.480 2.467  0.114
H58 -2.063 -1.323 1.518  0.148
C24 10.355 -8.861 -4.376  -0.055
C25 9.009 -8.246 -3.808  -0.205
C26 9.182 -7.778 -2.316  -0.063
N7 7.871 -7.261 -1.565  -0.203
C27 6.973 -8.440 -1.029  0.046
C28 6.991 -6.399 -2.426  -0.122
C29 6.304 -5.499 -1.425  -0.169
C30 7.223 -5.277 -0.204  -0.137
C31 8.233 -6.380 -0.381  -0.090
H59 10.404 -9.935 -4.200  0.086
H60 11.195 -8.307 -3.958  0.080
H61 10.591 -8.711 -5.430  0.085
H62 8.182 -8.956 -3.808  0.095
H63 8.726 -7.386 -4.414  0.094
H64 9.887 -6.946 -2.329  0.131
H65 9.591 -8.622 -1.760  0.139
H66 7.550 -9.041 -0.326  0.109
H67 6.687 -9.200 -1.757  0.105
H68 6.167 -7.981 -0.456  0.077
H69 6.430 -7.010 -3.134  0.123
H70 7.650 -5.818 -3.072  0.137
H71 5.345 -5.872 -1.066  0.075
H72 6.058 -4.510 -1.814  0.091
H73 6.696 -5.457 0.733  0.093
H74 7.585 -4.249 -0.178  0.118
H75 8.585 -6.882 0.521  0.159
H76 9.057 -5.770 -0.750  0.137
C32 8.146 -3.499 3.349  -0.586
F1 9.021 -4.502 3.258  0.118
F2 8.885 -2.308 3.243  0.057
F3 7.385 -3.624 2.265  0.058
S1 7.185 -3.490 5.061  0.490
O6 6.572 -2.197 5.135  -0.345
O7 6.214 -4.588 4.953  -0.382
O8 8.304 -3.765 6.012  -0.312
P1 3.339 -4.939 1.299  0.191
F4 1.868 -5.187 0.742  -0.162
F5 3.007 -3.454 1.743  -0.143
F6 2.781 -5.358 2.803  -0.174
F7 4.886 -4.805 1.834  -0.130
F8 3.654 -6.446 0.796  -0.161
F9 3.679 -4.396 -0.200  -0.180